{
  "formula": "C9H16N3S",
  "method": "ωB97M-V/def2-TZVPD",
  "elements": ["C", "C", "C", "C", "C", "C", "C", "C", "C", "N", "N", "N", "S", "H", "H", "H", "H", "H", "H", "H", "H", "H", "H", "H", "H", "H", "H", "H", "H"],
  "positions_angstrom": [[0.086, -3.098, 1.612], [0.133, 3.189, 0.021], [0.490, 2.531, -1.297], [0.865, 2.578, 1.189], [-0.009, 1.019, -1.194], [0.568, 1.111, 1.333], [0.787, 0.376, 0.000], [0.383, -1.047, 0.150], [-2.025, -3.417, -1.713], [-0.464, -3.128, 0.449], [-0.242, -1.997, -0.314], [0.491, -1.935, 2.112], [-0.939, -1.953, -1.925], [0.365, -3.964, 2.137], [0.267, 4.338, -0.036], [-0.983, 3.191, 0.044], [0.105, 3.083, -2.206], [1.591, 2.731, -1.489], [2.064, 2.765, 1.145], [0.428, 3.081, 2.025], [-1.042, 1.050, -0.945], [0.078, 0.466, -2.126], [1.152, 0.730, 2.084], [-0.485, 1.016, 1.625], [1.887, 0.367, -0.462], [-2.700, -3.221, -0.988], [-1.420, -4.301, -1.371], [-2.638, -3.638, -2.596], [1.209, -1.922, 2.738]],
  "atomic_forces_ev_per_a": [[0.994, 3.166, 0.062], [-0.750, 2.687, -1.559], [0.804, 0.230, -1.218], [1.827, 0.839, -0.429], [1.455, 1.599, 0.141], [-1.203, 0.928, -1.900], [1.307, -0.990, -2.050], [1.952, 1.601, 4.438], [2.310, -1.505, -1.451], [-0.511, -2.207, -1.409], [-1.322, -1.204, 0.526], [-2.417, 0.876, -5.827], [-0.777, -1.140, -0.521], [-0.617, -1.471, 0.610], [0.426, -1.768, 0.120], [0.558, -0.595, 0.812], [-0.403, -0.854, 1.077], [-0.842, -1.174, 0.423], [-2.907, -0.264, 0.017], [0.403, 0.259, 1.043], [-1.020, 0.067, 0.209], [0.388, 0.041, 0.009], [1.403, -1.294, 1.766], [0.108, -0.246, -0.129], [-1.845, -0.025, 1.691], [-2.061, 0.853, 2.499], [-0.599, 0.949, -0.820], [0.781, 0.351, -0.296], [2.561, 0.292, 2.167]],
  "lowdin_charge": [-0.2169, -0.2501, -0.1866, -0.2004, -0.1586, -0.1722, -0.2412, 0.0545, -0.3255, 0.0475, -0.3391, 0.2159, 1.0325, 0.1359, 0.1458, 0.1267, 0.1287, 0.1297, 0.1815, 0.1057, 0.1017, 0.0691, 0.0809, 0.1434, 0.2099, -0.0087, 0.0660, 0.0691, 0.0547],
  "charge": 1,
  "e_above_lowest_kj_mol": 297.2,
  "lumo_energy_ev": -5.151,
  "energy_ev": -24886.192,
  "multiplicity": 1,
  "homo_lumo_gap_ev": 8.28
}